# 1
{
  "formula": "C16H29CoN4O2Si",
  "method": "wB97M-V/def2-TZVPD",
  "spin_multiplicity": 5,
  "s2": 6.209,
  "lumo_energy_ev": [-6.68, -8.40],
  "total_charge": 2,
  "homo_ev": [-13.65, -14.73],
  "homo_lumo_gap_ev": [7.0, 6.3],
  "elements": ["Co", "O", "N", "N", "O", "C", "C", "C", "C", "C", "C", "H", "H", "H", "H", "H", "C", "Si", "C", "C", "C", "H", "H", "H", "H", "H", "H", "H", "H", "H", "H", "H", "C", "C", "N", "C", "C", "N", "C", "C", "H", "H", "H", "H", "H", "H", "H", "H", "H", "H", "H", "H", "H"],
  "coordinates": [[0.82, 0.44, -0.30], [1.16, 0.55, -2.00], [0.44, -0.54, -1.90], [1.25, -1.63, -1.52], [1.59, -1.52, -0.26], [1.60, -2.66, -2.34], [1.28, -2.58, -3.71], [1.67, -3.61, -4.54], [2.37, -4.70, -4.03], [2.66, -4.78, -2.67], [2.28, -3.77, -1.82], [0.76, -1.72, -4.10], [1.45, -3.56, -5.60], [2.70, -5.49, -4.70], [3.19, -5.64, -2.28], [2.51, -3.80, -0.76], [3.47, 3.00, 2.72], [1.91, 2.26, 1.98], [1.42, 0.66, 2.91], [0.50, 3.50, 1.81], [2.35, 1.66, 0.22], [3.29, 3.24, 3.77], [3.75, 3.92, 2.20], [4.31, 2.30, 2.68], [0.72, 0.83, 3.72], [2.32, 0.21, 3.34], [1.01, -0.08, 2.22], [-0.30, 3.35, 2.54], [0.07, 3.48, 0.80], [0.88, 4.51, 1.98], [3.24, 1.02, 0.18], [2.44, 2.44, -0.53], [-3.25, 0.67, 1.96], [-1.73, 0.65, 1.69], [-1.45, 0.43, 0.25], [-2.00, -0.88, -0.15], [-3.52, -0.93, 0.12], [-3.95, 0.40, 0.66], [-3.63, 1.49, -0.31], [-2.10, 1.49, -0.55], [-3.59, 1.64, 2.33], [-3.54, -0.09, 2.68], [-1.26, -0.15, 2.25], [-1.27, 1.59, 1.99], [-1.48, -1.66, 0.39], [-1.80, -1.02, -1.21], [-3.78, -1.69, 0.86], [-4.09, -1.13, -0.78], [-4.95, 0.39, 0.83], [-3.97, 2.44, 0.11], [-4.19, 1.32, -1.23], [-1.68, 2.45, -0.28], [-1.88, 1.30, -1.60]],
  "mulliken_spin": [2.606, -0.046, -0.230, 0.433, 0.311, -0.054, 0.144, -0.070, 0.166, -0.060, 0.144, 0.008, -0.001, 0.006, 0.000, 0.011, 0.059, 0.036, 0.010, 0.006, 0.442, 0.015, -0.001, -0.004, -0.001, 0.002, 0.002, 0.002, 0.001, -0.001, 0.028, 0.009, 0.002, 0.021, -0.009, -0.004, 0.002, 0.001, 0.001, 0.019, 0.000, 0.000, -0.001, -0.009, 0.008, -0.002, 0.000, 0.000, -0.001, 0.000, 0.000, -0.010, 0.010]
}

***

# 2
{
  "formula": "C20H40BCl30N2O3S",
  "method": "wB97M-V/def2-TZVPD",
  "lumo_energy_ev": 1.80,
  "total_charge": -1,
  "homo_ev": -4.84,
  "homo_lumo_gap_ev": 6.6,
  "relative_energy_kcal_mol": 0.00,
  "elements": ["C", "C", "N", "B", "O", "O", "C", "C", "N", "C", "S", "O", "H", "H", "H", "H", "H", "H", "H", "H", "H", "H", "C", "Cl", "Cl", "H", "H", "C", "Cl", "Cl", "H", "H", "C", "Cl", "Cl", "H", "H", "C", "Cl", "Cl", "H", "H", "C", "Cl", "Cl", "H", "H", "C", "Cl", "Cl", "H", "H", "C", "Cl", "Cl", "H", "H", "C", "Cl", "Cl", "H", "H", "C", "Cl", "Cl", "H", "H", "C", "Cl", "Cl", "H", "H", "C", "Cl", "Cl", "H", "H", "C", "Cl", "Cl", "H", "H", "C", "Cl", "Cl", "H", "H", "C", "Cl", "Cl", "H", "H", "C", "Cl", "Cl", "H", "H"],
  "coordinates": [[1.00, -0.83, 0.50], [1.35, 0.73, 0.22], [0.22, 1.48, -0.41], [-0.81, 2.00, 0.60], [-0.56, 3.31, 1.26], [-1.25, 1.10, 1.69], [-2.64, 0.71, 1.43], [-2.56, 0.81, -0.20], [-3.81, 0.51, -1.00], [-3.60, -0.68, -1.48], [-3.48, -2.31, -1.86], [-2.02, 2.16, -0.27], [0.09, -1.20, -0.07], [0.79, -0.90, 1.63], [1.88, -1.52, 0.30], [1.77, 1.26, 1.14], [2.22, 0.70, -0.53], [0.66, 2.33, -0.82], [-0.16, 3.16, 2.14], [-3.40, 1.55, 1.64], [-2.95, -0.32, 1.83], [-1.87, -0.06, -0.44], [2.89, -4.73, 1.10], [1.86, -3.54, 1.91], [3.65, -4.01, -0.33], [3.66, -5.07, 1.78], [2.27, -5.57, 0.79], [4.59, -0.27, 2.76], [3.03, 0.19, 3.46], [4.38, -1.37, 1.39], [5.10, 0.62, 2.42], [5.18, -0.77, 3.52], [3.71, -2.84, -4.18], [2.07, -3.45, -3.90], [4.60, -2.67, -2.66], [4.24, -3.53, -4.83], [3.64, -1.86, -4.66], [0.38, -8.16, 2.50], [-0.20, -8.61, 0.89], [1.06, -6.53, 2.49], [-0.46, -8.19, 3.19], [1.14, -8.87, 2.81], [-5.51, 1.85, -3.17], [-6.00, 1.33, -4.79], [-4.86, 3.50, -3.20], [-6.38, 1.83, -2.51], [-4.75, 1.18, -2.79], [-1.72, -2.67, 3.58], [-2.28, -3.14, 1.98], [-1.08, -1.02, 3.58], [-2.56, -2.72, 4.28], [-0.94, -3.35, 3.90], [-2.48, 4.18, 3.82], [-4.12, 4.85, 3.75], [-2.44, 2.67, 4.74], [-2.13, 3.98, 2.80], [-1.83, 4.91, 4.30], [3.16, 0.66, -6.84], [1.53, 0.04, -6.55], [4.06, 0.82, -5.33], [3.69, -0.03, -7.49], [3.08, 1.64, -7.31], [3.14, -7.77, -2.27], [4.71, -7.14, -1.75], [2.09, -8.10, -0.89], [2.66, -7.03, -2.91], [3.30, -8.69, -2.82], [-7.44, 4.37, -0.57], [-9.07, 5.05, -0.70], [-7.45, 2.87, 0.36], [-7.06, 4.16, -1.57], [-6.79, 5.09, -0.08], [3.92, 3.46, 1.44], [2.35, 3.95, 2.07], [3.73, 2.31, 0.11], [4.44, 4.34, 1.07], [4.50, 3.00, 2.24], [7.25, 0.34, -3.31], [6.10, 1.17, -2.26], [7.94, -1.08, -2.50], [6.74, 0.01, -4.21], [8.06, 1.02, -3.56], [1.55, 5.82, 5.64], [0.49, 4.64, 4.86], [0.66, 6.81, 6.80], [2.34, 5.29, 6.16], [1.98, 6.46, 4.87], [-7.00, 0.87, 3.19], [-5.48, 1.58, 3.73], [-8.08, 0.53, 4.54], [-7.48, 1.58, 2.52], [-6.79, -0.05, 2.66], [-1.94, 2.04, -5.36], [-2.06, 0.34, -5.83], [-1.01, 2.97, -6.54], [-2.94, 2.46, -5.28], [-1.44, 2.10, -4.39]],
  "mulliken_charge": [-0.244, 0.254, -0.504, 1.309, -0.864, -0.185, -0.022, 0.546, -0.517, 0.579, -0.264, -0.620, 0.122, -0.181, 0.085, -0.327, 0.066, 0.184, -0.088, -0.045, 0.062, -0.413, -0.461, 0.032, -0.002, 0.410, 0.089, -0.413, -0.100, -0.036, 0.139, 0.386, 0.300, -0.167, -0.080, 0.318, -0.333, -0.351, -0.169, -0.066, 0.308, 0.272, 0.467, -0.188, -0.210, 0.227, -0.210, -0.540, -0.123, 0.001, 0.377, 0.278, 0.110, -0.183, -0.146, -0.095, 0.282, -0.414, -0.080, -0.098, 0.272, 0.315, -0.312, -0.145, -0.100, 0.193, 0.332, 0.047, -0.188, -0.174, -0.014, 0.277, -0.508, -0.021, 0.045, 0.393, 0.185, -0.317, -0.036, -0.163, 0.155, 0.346, -0.368, -0.041, -0.179, 0.303, 0.262, -0.008, -0.024, -0.201, -0.077, 0.312, 0.125, -0.165, -0.185, 0.079, 0.120]
}

***

# 3
{
  "formula": "C4H4OS",
  "method": "wB97M-V/def2-TZVPD",
  "lumo_energy_ev": -0.98,
  "total_charge": 0,
  "homo_ev": -9.23,
  "homo_lumo_gap_ev": 8.2,
  "relative_energy_kcal_mol": 37.91,
  "elements": ["C", "C", "C", "C", "O", "S", "H", "H", "H", "H"],
  "coordinates": [[-0.78, 0.80, 1.39], [0.26, -0.08, 0.97], [-1.55, 1.52, 0.54], [0.12, -0.50, -0.51], [1.09, -0.64, 1.67], [-2.20, 2.78, -0.14], [-0.96, 0.85, 2.38], [1.07, -1.03, -0.81], [-0.20, 0.38, -1.17], [-0.69, -1.17, -0.55]],
  "mulliken_charge": [-0.129, 0.650, -0.168, -0.931, -0.572, -0.237, 0.489, 0.270, 0.291, 0.335]
}

***

We obtain max |F| values of 3.69, 5.66, 3.90 eV/A for the records listed above, in that order.